Density functional theory data (ωB97M-V/def2-TZVPD) for 3 unconnected molecules or ions with the total composition C4H12O3 in a non-equilibrium geometry.

Last column: Mulliken charge in e.
CARTESIAN COORDINATES (ANGSTROEM)
O -2.82683 1.14042 1.90267  -0.6371
O 0.58472 1.51227 0.33691  -0.4601
O 0.06163 -3.06704 0.67949  -0.6311
C 2.33662 -0.12740 -0.00371  -1.3772
C 1.08794 0.55057 -0.51375  0.5454
C -1.08608 0.30285 -1.69688  -0.8275
C 0.39064 0.02598 -1.51639  -0.1580
H 0.79023 -0.76980 -2.12552  0.2720
H -1.59744 -0.39129 -2.35058  0.3574
H 2.02527 -0.72460 0.85811  0.2609
H -1.24693 1.35508 -1.95328  0.3048
H 1.36777 1.96262 0.69359  0.3152
H 0.55963 -2.24796 0.87423  0.2865
H -0.53507 -3.10470 1.42651  0.3086
H -1.91042 1.43904 1.87336  0.3192
H 3.10404 0.59282 0.28385  0.4903
H -3.03443 0.79510 1.04876  0.3237
H 2.68816 -0.87441 -0.71192  0.3247
H -1.54530 0.24487 -0.70233  -0.0179

## Properties
HOMO energy (eV): -8.8501
Multiplicity: 1
Charge: 0
Lowest unoccupied orbital energy (eV): 0.5
Kohn-Sham gap (eV): 9.3136
SMILES string: C/C=C(/C)O.O.O
Energy above the lowest of the compared OMol25 structures with the same formula, charge and spin (eV): 0.9599

=====

Density functional theory data (ωB97M-V/def2-TZVPD) for 3 unconnected molecules or ions with the total composition C4H12O4 in a non-equilibrium geometry.

Last column: Mulliken charge in e.
CARTESIAN COORDINATES (ANGSTROEM)
O 1.56351 -1.95769 1.81058  -0.5224
O 0.18120 -0.90971 -0.24303  -0.3299
O 0.12640 -0.58169 -1.62821  -0.4205
O -1.18825 1.82252 -1.21127  -0.5956
C -2.80896 0.76157 0.28253  -1.0083
C 3.18368 -1.42676 0.11201  -0.9810
C 2.20587 -1.12849 1.20561  0.3446
C -1.66291 1.74979 0.12699  -0.2316
H -2.49742 -0.22668 -0.04822  0.2615
H -1.93283 2.02508 -1.78967  0.3022
H 0.23431 -1.89736 -0.20191  0.3181
H 4.15587 -1.01893 0.38483  0.3459
H -3.10297 0.69935 1.32753  0.3212
H -3.67245 1.07551 -0.30530  0.3815
H -0.80566 1.43255 0.72269  0.2122
H 2.86182 -0.94079 -0.80642  0.2689
H 2.11220 -0.04928 1.43169  0.2780
H 3.27287 -2.50064 -0.04049  0.2904
H -0.25831 0.32325 -1.59526  0.4307
H -1.96797 2.74839 0.46532  0.3342

## Properties
HOMO energy (eV): -9.6340
Multiplicity: 1
Charge: 0
Lowest unoccupied orbital energy (eV): 0.8
Kohn-Sham gap (eV): 10.4251
SMILES string: CC=O.CCO.OO
Energy above the lowest of the compared OMol25 structures with the same formula, charge and spin (eV): 3.9390

=====

Density functional theory data (ωB97M-V/def2-TZVPD) for 4 unconnected molecules or ions with the total composition C4H12O4 in a non-equilibrium geometry.

Last column: Mulliken charge in e.
CARTESIAN COORDINATES (ANGSTROEM)
O -1.33140 1.18548 2.11962  -0.6046
O -2.01667 0.22576 -0.71674  -0.5785
O 1.89997 -1.07189 0.90286  -0.4824
O -1.59779 -1.78752 1.97908  -0.6076
C 1.13798 1.17285 0.24954  -0.9900
C 1.06604 -0.77158 -1.26868  -0.7285
C 1.37225 -0.14056 0.03762  1.0807
C 1.47520 -0.22762 -2.40941  -0.5745
H 1.73166 0.83249 -2.43138  0.2601
H 2.02371 -0.60667 1.74968  0.3087
H -1.41954 -1.64780 1.03364  0.3079
H 1.30569 -0.75069 -3.36381  0.2914
H -2.47141 0.40021 -1.56133  0.2863
H 1.39613 1.62863 1.20634  0.1746
H -1.95189 -0.92540 2.22421  0.3524
H 0.77722 -1.80381 -1.18910  0.3311
H -1.65798 0.41553 1.62572  0.1716
H -1.35880 1.85393 1.42399  0.3544
H -1.13668 0.22291 -1.09804  0.2898
H 0.75634 1.79575 -0.51381  0.3572

## Properties
HOMO energy (eV): -9.0158
Multiplicity: 1
Charge: 0
Lowest unoccupied orbital energy (eV): 0.4
Kohn-Sham gap (eV): 9.3858
SMILES string: C=CC(=C)O.O.O.O
Energy above the lowest of the compared OMol25 structures with the same formula, charge and spin (eV): 2.2586

=====

Density functional theory data (ωB97M-V/def2-TZVPD) for 3 unconnected molecules or ions with the total composition C4H12O4S in a non-equilibrium geometry.

Last column: Mulliken charge in e.
CARTESIAN COORDINATES (ANGSTROEM)
S 0.27318 -0.58785 -3.12604  -0.2331
O -0.06039 0.27563 2.34759  -0.5661
O -0.88666 -1.70231 2.93113  -0.4523
O -0.23332 2.05430 -1.08040  -0.5462
O -0.67667 3.39770 1.29966  -0.6537
C 0.31003 -1.60007 0.88113  -0.7367
C 1.00512 -1.18611 -1.54784  -0.8017
C -0.22474 -0.89296 2.09195  0.4133
C 0.27810 -0.64395 -0.31364  -0.1984
H 2.08267 -1.08500 -1.51985  0.4327
H 0.06893 2.71781 -0.46553  0.3132
H 0.89475 -2.27991 -1.52127  0.3283
H 1.28962 -1.98199 1.20047  0.3298
H 1.13135 0.43151 -3.21933  0.1159
H -0.23438 -2.51824 0.66579  0.3907
H 0.67989 0.32731 -0.08354  0.2845
H -0.34054 2.52734 1.55917  0.3563
H -0.23651 3.97620 1.94877  0.3091
H -1.26126 -1.21339 3.64942  0.3582
H -0.71637 2.39115 -1.82920  0.2446
H -0.79897 -0.55385 -0.46040  0.3114

## Properties
HOMO energy (eV): -8.8602
Multiplicity: 1
Charge: 0
Lowest unoccupied orbital energy (eV): 0.6
Kohn-Sham gap (eV): 9.4931
SMILES string: O=C(O)CCCS.O.O
Energy above the lowest of the compared OMol25 structures with the same formula, charge and spin (eV): 0.0000